[1]
60
Properties=species:S:1:pos:R:3 method="wB97M-V/def2-TZVPD" multiplicity=1 lumo_energy_ev=3.30 total_energy_ev=-68474.91610 molar_mass_g_mol=925.87 homo_energy_ha=-0.007 de_lowest_ev=3.6850 total_charge=-2
Na -1.07 0.89 -0.09
C 0.85 4.79 2.56
N -0.18 4.57 1.55
C 0.00 5.43 0.37
C -0.50 3.27 1.23
O -0.54 2.89 0.07
C -0.52 2.23 2.35
O -1.53 1.25 2.10
C -1.13 -0.12 2.26
C -1.93 -1.01 1.32
O -2.58 -0.54 0.39
N -1.81 -2.34 1.51
C -1.02 -2.89 2.61
C -2.25 -3.24 0.46
H 1.84 4.61 2.13
H 0.71 4.15 3.42
H 0.80 5.83 2.89
H -0.04 6.47 0.70
H -0.78 5.24 -0.36
H 0.96 5.23 -0.12
H -0.71 2.69 3.33
H 0.47 1.75 2.35
H -1.21 -0.43 3.30
H -0.06 -0.22 1.93
H 0.01 -2.55 2.58
H -1.02 -3.97 2.51
H -1.47 -2.64 3.57
H -2.62 -2.66 -0.38
H -3.04 -3.90 0.83
H -1.40 -3.85 0.13
Te -1.06 4.24 -3.54
Te 3.55 3.86 -1.90
Te 1.91 1.78 -1.20
Te 0.51 2.07 -3.57
C 2.64 -2.36 2.82
C 2.45 -3.44 1.97
C 1.85 -3.22 0.74
C 1.45 -1.94 0.34
C 1.55 -0.83 1.20
C 2.18 -1.10 2.43
C 0.94 -1.79 -1.06
C 1.49 -2.60 -2.07
C 1.07 -2.49 -3.37
C 0.09 -1.54 -3.72
C -0.43 -1.38 -5.03
C -1.59 -0.60 -5.18
C -2.05 0.22 -4.18
C -1.19 0.45 -3.03
C -0.37 -0.72 -2.65
N 0.04 -0.86 -1.37
H 3.12 -2.50 3.79
H 2.74 -4.45 2.27
H 1.68 -4.08 0.09
H 2.31 -0.29 3.15
H 2.28 -3.30 -1.82
H 1.51 -3.11 -4.14
H -0.07 -2.02 -5.82
H -2.14 -0.67 -6.11
H -2.94 0.81 -4.29
H -1.74 0.92 -2.22

---

[2]
13
Properties=species:S:1:pos:R:3 method="wB97M-V/def2-TZVPD" multiplicity=1 lumo_energy_ev=0.65 total_energy_ev=-8808.77866 molar_mass_g_mol=89.09 smiles="C[C@H](N)C(=O)O" homo_energy_ha=-0.366 de_lowest_ev=1.7502
C -0.18 0.18 -0.04
C 0.73 0.70 1.07
C -1.05 -1.01 0.28
H -0.13 -0.66 -1.94
H 1.31 -0.43 -1.25
H -0.83 1.03 -0.16
H -1.66 -0.76 1.22
H -0.49 -1.83 0.35
H -1.90 -0.99 -0.38
H 1.58 1.75 -0.46
N 0.41 -0.05 -1.39
O 0.62 0.61 2.28
O 1.60 1.45 0.44

---

[3]
17
Properties=species:S:1:pos:R:3 method="wB97M-V/def2-TZVPD" multiplicity=1 lumo_energy_ev=1.07 total_energy_ev=-16651.56908 molar_mass_g_mol=105.21 smiles=C[C@@H](N)CCS homo_energy_ha=-0.321 de_lowest_ev=0.2242
C -0.19 -1.97 1.97
C 0.48 -0.80 1.20
C -0.57 0.02 0.47
C 0.01 1.25 -0.22
S -0.74 1.63 -1.84
N 1.47 -1.24 0.23
H -1.23 -2.09 1.71
H -0.06 -1.80 3.05
H 0.39 -2.88 1.79
H 1.02 -0.20 1.95
H -1.00 -0.63 -0.29
H -1.37 0.35 1.14
H -0.11 2.14 0.39
H 1.07 1.12 -0.40
H -0.04 0.73 -2.51
H 1.21 -2.12 -0.19
H 2.40 -1.34 0.60

---

[4]
85
Properties=species:S:1:pos:R:3 method="wB97M-V/def2-TZVPD" multiplicity=1 lumo_energy_ev=1.99 total_energy_ev=-79382.84752 molar_mass_g_mol=684.45 homo_energy_ha=-0.127 total_charge=-1
C -1.44 1.46 -3.84
C -1.35 2.65 -2.89
C -0.32 2.51 -1.77
C -0.27 1.11 -1.14
O -0.10 1.23 0.24
P -0.09 -0.30 1.15
N -0.05 -1.81 2.13
C 1.85 -0.29 1.04
C 2.46 -1.65 0.73
C 3.61 -1.51 -0.29
I 3.40 -2.54 2.47
N 0.00 0.65 2.71
C -1.00 1.23 3.20
C -1.60 2.53 2.67
C -1.70 0.76 4.45
N -1.88 -0.26 1.10
C -2.64 -1.45 0.81
C -2.51 -2.06 -0.61
C -1.90 -3.49 -0.61
H -0.47 1.04 -4.10
H -1.91 1.74 -4.78
H -2.05 0.67 -3.42
H -2.34 2.86 -2.51
H -1.07 3.51 -3.49
H 0.67 2.81 -2.11
H -0.59 3.19 -0.98
H -1.24 0.64 -1.34
H 0.55 0.56 -1.60
H -0.03 -1.05 -0.09
H -0.22 -2.63 1.56
H -0.74 -1.78 2.87
H 2.14 0.39 0.24
H 2.26 0.09 1.96
H 1.76 -2.35 0.30
H 4.48 -1.14 0.24
H 3.36 -0.79 -1.06
H 3.89 -2.48 -0.70
H -0.88 2.98 2.02
H -1.81 3.17 3.52
H -2.52 2.27 2.14
H -1.39 1.34 5.32
H -1.49 -0.29 4.65
H -2.77 0.86 4.32
H -2.20 0.53 0.57
H -3.69 -1.16 0.89
H -2.53 -2.22 1.56
H -1.89 -1.44 -1.24
H -3.50 -2.14 -1.05
H -1.84 -3.90 0.39
H -2.49 -4.13 -1.26
H -0.91 -3.44 -1.04
C 3.47 -0.27 9.47
O 2.26 0.44 9.19
P 1.33 -0.04 7.99
O 0.17 0.81 7.78
O 0.99 -1.57 8.34
C 0.17 -1.80 9.49
O 2.35 -0.20 6.81
C 1.90 -0.72 5.52
H 3.50 -0.48 10.54
H 3.52 -1.21 8.93
H 4.32 0.35 9.20
H -0.36 -0.90 9.80
H 0.80 -2.16 10.31
H -0.56 -2.57 9.24
H 0.87 -1.08 5.56
H 2.55 -1.55 5.26
H 1.97 0.06 4.77
C 0.12 -1.18 -9.63
O 0.26 -0.57 -8.34
P 0.27 1.01 -8.22
O 0.50 1.50 -6.86
O -1.10 1.49 -8.88
C -2.31 1.13 -8.20
O 1.33 1.45 -9.31
C 1.55 2.85 -9.50
H -0.65 -1.95 -9.55
H -0.17 -0.46 -10.39
H 1.06 -1.65 -9.90
H -2.12 0.85 -7.16
H -2.79 0.30 -8.72
H -2.97 2.00 -8.21
H 0.84 3.46 -8.93
H 1.44 3.08 -10.56
H 2.56 3.10 -9.19

---

[5]
12
Properties=species:S:1:pos:R:3 method="wB97M-V/def2-TZVPD" multiplicity=1 lumo_energy_ev=0.74 total_energy_ev=-8336.58057 molar_mass_g_mol=86.09 smiles="C=C/C(O)=C/O" homo_energy_ha=-0.295 de_lowest_ev=3.8806
C -2.20 -0.63 0.13
C -1.05 0.14 -0.08
C 1.37 -0.71 0.05
C 0.63 0.46 0.02
O 2.67 -0.91 0.00
O 1.04 1.74 0.14
H -2.26 -1.58 0.53
H -3.03 -0.19 -0.36
H -1.46 1.11 -0.46
H 0.82 -1.60 -0.32
H 3.16 -0.11 0.27
H 0.31 2.28 0.06

---

[6]
30
Properties=species:S:1:pos:R:3 method="wB97M-V/def2-TZVPD" multiplicity=1 lumo_energy_ev=0.11 total_energy_ev=-33799.75165 molar_mass_g_mol=255.27 homo_energy_ha=-0.375 de_lowest_ev=1.2319
C 3.66 -0.76 -0.21
C 2.20 -0.36 -0.38
F 1.43 -1.38 0.16
C 1.97 0.97 0.30
C 0.54 1.47 0.34
C -0.43 0.60 1.15
C -1.27 -0.27 0.24
C -1.69 -1.55 0.94
O -2.74 -2.20 0.21
N -2.18 -2.86 -0.90
O -2.89 -2.80 -1.84
C -2.49 0.51 -0.28
O -2.39 1.93 -0.11
S -1.26 2.71 -1.01
O -1.72 2.62 -2.36
O 0.07 1.73 -0.99
H 3.83 -1.69 -0.74
H 4.32 -0.01 -0.63
H 3.89 -0.89 0.84
H 2.05 -0.25 -1.46
H 2.41 0.95 1.29
H 2.54 1.70 -0.27
H 0.57 2.44 0.85
H 0.19 -0.05 1.76
H -1.01 1.21 1.83
H -0.72 -0.59 -0.64
H -1.97 -1.39 1.97
H -0.82 -2.20 0.93
H -3.35 0.19 0.29
H -2.73 0.27 -1.31

---

[7]
17
Properties=species:S:1:pos:R:3 method="wB97M-V/def2-TZVPD" multiplicity=1 lumo_energy_ev="-7.79 / -7.79" total_energy_ev=-35821.73984 molar_mass_g_mol=191.04 homo_energy_ha="-0.462 / -0.462" de_lowest_ev=3.7367 total_charge=+1
C 2.67 1.34 -0.24
C -1.52 1.55 0.33
C -2.15 0.33 0.30
C 0.00 0.03 0.03
C -1.12 -2.04 -0.02
C 3.18 0.08 -0.50
N 2.26 2.41 0.04
N -1.10 -0.63 0.25
N -0.22 1.33 0.15
Cl -3.71 -0.25 0.37
Cl 3.91 -0.82 0.68
H -2.11 2.41 0.33
H -0.23 -2.42 -0.44
H -1.42 -2.53 0.96
H -1.71 -2.40 -0.89
H 2.94 -0.55 -1.45
H 0.34 2.17 0.10

---

[8]
11
Properties=species:S:1:pos:R:3 method="wB97M-V/def2-TZVPD" multiplicity=1 lumo_energy_ev=3.64 total_energy_ev=-79360.36346 molar_mass_g_mol=167.97 homo_energy_ha=-0.101 de_lowest_ev=3.1318 total_charge=-1
C -2.80 2.05 0.70
C 0.04 -0.61 -0.27
C -0.16 1.31 1.00
O -2.97 1.57 -0.32
O -2.82 2.57 1.72
O 0.47 0.02 0.94
Br 1.16 2.68 -0.02
H 0.28 -1.69 -0.23
H 0.37 -0.08 -1.10
H -0.98 -0.51 -0.39
H 0.11 1.71 2.11

---

[9]
39
Properties=species:S:1:pos:R:3 method="wB97M-V/def2-TZVPD" multiplicity=2 lumo_energy_ev="-3.15 / -4.03" s_squared=0.75 total_energy_ev=-170987.01906 molar_mass_g_mol=533.57 homo_energy_ha="-0.423 / -0.423" de_lowest_ev=0.0976 total_charge=+1
K -0.81 0.17 1.37
C 0.02 2.61 -1.79
C -0.13 1.38 -2.68
S -1.02 0.02 -1.89
C -0.22 -1.43 -2.61
C -0.31 -2.65 -1.71
S 0.41 -2.52 -0.06
C 2.14 -2.14 -0.47
C 2.94 -1.72 0.76
S 2.47 -0.19 1.60
C 3.17 1.09 0.53
C 2.35 1.53 -0.68
S 0.83 2.39 -0.18
H -0.96 3.04 -1.55
H 0.56 3.37 -2.35
H 0.85 1.02 -2.98
H -0.65 1.69 -3.59
H 0.82 -1.17 -2.82
H -0.68 -1.67 -3.57
H 0.15 -3.50 -2.23
H -1.35 -2.93 -1.55
H 2.18 -1.36 -1.22
H 2.60 -3.04 -0.89
H 3.99 -1.65 0.48
H 2.88 -2.50 1.53
H 4.15 0.74 0.19
H 3.36 1.95 1.18
H 2.09 0.66 -1.29
H 2.95 2.20 -1.29
Cl -4.69 -0.03 -0.11
Ge -4.42 0.89 1.74
Cl -2.96 2.42 1.67
Cl -6.17 1.58 2.66
O -1.23 0.40 3.75
C -2.16 0.46 4.51
O -3.42 0.12 4.22
H -2.13 0.81 5.55
O -4.02 -1.60 2.89
N -3.60 -0.44 2.88

---

[10]
34
Properties=species:S:1:pos:R:3 method="wB97M-V/def2-TZVPD" multiplicity=1 lumo_energy_ev=0.91 total_energy_ev=-18357.10654 molar_mass_g_mol=223.32 smiles=Cc1c[nH]c2ccccc12.Cc1ccccc1 homo_energy_ha=-0.291 de_lowest_ev=1.2353
C -3.62 1.67 -2.79
C -1.93 2.94 -1.26
C -2.40 1.75 -1.84
C -1.17 2.94 -0.10
C -0.79 1.74 0.48
C -2.09 0.56 -1.19
C -1.16 0.56 -0.15
H -2.12 3.85 -1.79
H -1.07 3.85 0.44
H -3.40 0.82 -3.43
H -3.48 2.50 -3.50
H -0.29 1.72 1.44
H -2.57 -0.39 -1.41
H -0.85 -0.37 0.34
H -4.53 1.57 -2.21
C 0.89 -3.07 -1.09
C 1.44 -1.43 0.84
C 1.72 -2.09 -0.39
C 2.48 -0.52 1.20
C 2.88 -1.47 -0.82
C 0.44 -1.64 1.79
C 0.49 -1.01 2.99
C 1.52 -0.08 3.32
C 2.51 0.20 2.40
N 3.22 -0.40 0.05
H -0.33 -2.34 1.49
H -0.20 -1.35 3.77
H 1.57 0.30 4.34
H 1.09 -3.19 -2.14
H -0.18 -2.98 -0.86
H 3.43 -1.41 -1.74
H 4.16 -0.05 -0.05
H 3.25 0.96 2.59
H 1.11 -4.11 -0.74

---

[11]
16
Properties=species:S:1:pos:R:3 method="wB97M-V/def2-TZVPD" multiplicity=1 lumo_energy_ev=-0.71 total_energy_ev=-45251.74571 molar_mass_g_mol=201.07 homo_energy_ha=-0.328 de_lowest_ev=3.9491
C -3.99 -1.00 0.95
C -0.15 -0.86 0.47
C -4.64 0.10 0.10
C 0.23 -0.53 1.93
C 0.86 -0.66 -0.59
O -1.87 -1.47 -1.28
O -4.17 0.23 1.43
S -1.68 -1.45 0.16
Cl -6.30 0.27 -0.24
Cl -3.59 0.95 -1.05
H 0.81 0.33 1.85
H 0.85 -1.33 2.26
H -0.66 -0.34 2.45
H 0.25 -0.48 -1.52
H 1.48 -1.57 -0.74
H 1.50 0.23 -0.36

---

[12]
69
Properties=species:S:1:pos:R:3 method="wB97M-V/def2-TZVPD" multiplicity=1 lumo_energy_ev=-11.02 total_energy_ev=-54015.73050 molar_mass_g_mol=666.49 homo_energy_ha=-0.621 de_lowest_ev=0.0000 total_charge=+3
Zr 0.12 0.09 -0.69
C -1.37 2.87 0.30
C -1.28 2.38 1.72
C -1.16 3.27 2.78
C -1.05 2.80 4.08
C -1.05 1.44 4.34
C -1.17 0.50 3.31
C -1.13 -0.96 3.65
C -1.31 1.02 2.01
N -1.43 0.10 0.89
C -2.44 -0.69 0.78
C -3.63 -0.72 1.66
C -2.36 -1.67 -0.39
C -3.41 -2.70 -0.60
N -1.30 -1.51 -1.09
C -0.88 -2.26 -2.24
C 0.38 -2.88 -2.11
C 1.13 -2.83 -0.81
C 0.84 -3.64 -3.17
C 0.08 -3.75 -4.33
C -1.14 -3.09 -4.44
C -1.65 -2.32 -3.40
C -2.95 -1.59 -3.59
H -1.67 3.92 0.25
H -2.11 2.32 -0.29
H -0.39 2.83 -0.20
H -1.17 4.33 2.59
H -0.96 3.50 4.90
H -0.95 1.08 5.35
H -0.30 -1.16 4.32
H -1.02 -1.62 2.78
H -2.04 -1.27 4.18
H -3.67 0.13 2.33
H -3.62 -1.65 2.25
H -4.54 -0.76 1.05
H -3.67 -3.17 0.35
H -3.08 -3.46 -1.31
H -4.32 -2.23 -0.99
H 0.58 -3.28 0.02
H 1.44 -1.80 -0.49
H 2.10 -3.32 -0.90
H 1.79 -4.16 -3.09
H 0.44 -4.35 -5.15
H -1.71 -3.18 -5.36
H -2.94 -1.06 -4.54
H -3.15 -0.86 -2.81
H -3.79 -2.29 -3.63
Te -0.51 1.53 -2.97
C 1.09 0.42 -3.71
C 1.33 -0.17 -4.91
C 2.50 -1.00 -4.88
C 3.10 -1.08 -3.67
S 2.30 -0.01 -2.57
H 0.72 -0.04 -5.80
H 2.89 -1.51 -5.75
H 4.00 -1.60 -3.38
C 3.47 0.06 1.87
C 3.95 0.93 0.70
C 2.77 1.80 0.35
O 1.61 0.88 0.59
C 1.95 0.21 1.89
H 3.87 0.40 2.82
H 3.77 -0.98 1.74
H 4.23 0.32 -0.16
H 4.82 1.54 0.96
H 2.70 2.14 -0.68
H 2.61 2.63 1.04
H 1.38 -0.72 1.92
H 1.58 0.88 2.66

---

Question: Which of these has the highest multiplicity?
Answer: C9H17Cl3GeKNO3S4

---

Repeat the seventh record exactly.
17
Properties=species:S:1:pos:R:3 method="wB97M-V/def2-TZVPD" multiplicity=1 lumo_energy_ev="-7.79 / -7.79" total_energy_ev=-35821.73984 molar_mass_g_mol=191.04 homo_energy_ha="-0.462 / -0.462" de_lowest_ev=3.7367 total_charge=+1
C 2.67 1.34 -0.24
C -1.52 1.55 0.33
C -2.15 0.33 0.30
C 0.00 0.03 0.03
C -1.12 -2.04 -0.02
C 3.18 0.08 -0.50
N 2.26 2.41 0.04
N -1.10 -0.63 0.25
N -0.22 1.33 0.15
Cl -3.71 -0.25 0.37
Cl 3.91 -0.82 0.68
H -2.11 2.41 0.33
H -0.23 -2.42 -0.44
H -1.42 -2.53 0.96
H -1.71 -2.40 -0.89
H 2.94 -0.55 -1.45
H 0.34 2.17 0.10

---

Question: Among the records above, which one has the highest multiplicity?
Answer: C9H17Cl3GeKNO3S4

---

Question: Which of these has the highest multiplicity?
Answer: C9H17Cl3GeKNO3S4